P | An isolated ion of composition C7H14N and charge +1, computed with wB97M-V/def2-TZVPD.

Results
HOMO-LUMO gap, eV: 8.133
SMILES: C=C/C=C/CCC[NH3+]
Net charge: +1

Each line ends with the natural charge from an NBO analysis.
Geometry (Å):
H (-0.75, 3.15, -0.10)  0.25
C (-0.88, -0.29, 0.23)  -0.45
H (-1.31, -0.49, -0.84)  0.18
H (-1.60, 1.26, 1.48)  0.25
C (-0.87, 1.19, 0.57)  -0.47
H (1.22, -0.10, -0.64)  0.20
C (0.63, -0.69, 0.08)  -0.20
N (-2.41, 2.07, -1.18)  -0.70
H (-2.47, 1.34, -1.99)  0.47
H (-2.63, 3.02, -1.50)  0.45
H (0.38, -1.90, 1.66)  0.20
H (-0.22, 1.98, -1.38)  0.25
H (3.01, -1.86, 1.94)  0.23
C (1.13, -1.60, 0.96)  -0.19
C (-0.97, 2.11, -0.61)  -0.23
H (4.06, -3.17, -0.03)  0.20
C (2.48, -2.22, 1.02)  -0.24
H (2.67, -3.20, -0.97)  0.21
H (-3.12, 1.98, -0.46)  0.45
C (3.01, -2.87, -0.01)  -0.35
H (-1.43, -1.11, 0.72)  0.25
H (0.08, 1.41, 1.06)  0.26



Q | A 2-piece molecular cluster, C7H14N overall, computed with wB97M-V/def2-TZVPD.

Results
HOMO-LUMO gap, eV: 4.404
Net charge: +1

Each line ends with the natural charge from an NBO analysis.
Geometry (Å):
H (2.06, -1.62, -0.53)  0.25
H (-0.53, -3.78, -0.74)  0.38
C (-0.37, 0.34, -1.28)  -0.37
C (1.97, -0.53, -0.53)  -0.62
H (-0.21, 2.02, 3.03)  0.27
H (-1.39, -0.04, -1.20)  0.21
N (-0.68, -2.91, -1.21)  -1.09
C (-0.67, 1.95, 0.91)  -0.30
H (-0.81, -2.10, -0.65)  0.34
H (-2.54, 1.23, 1.86)  0.25
H (2.77, -0.20, 0.13)  0.22
C (-1.53, 1.00, 1.54)  0.34
C (0.14, 1.36, -0.30)  -0.20
H (-1.26, -3.03, -2.01)  0.38
H (0.97, 1.89, -0.76)  0.27
C (0.58, -0.08, -0.12)  -0.23
H (0.53, 0.54, 2.40)  0.30
H (-0.20, 0.63, -2.32)  0.25
H (-0.79, 3.01, 0.69)  0.31
H (2.21, -0.15, -1.53)  0.22
H (-0.01, -0.81, 0.43)  0.22
C (-0.23, 1.30, 2.20)  -0.39



R | A 2-piece molecular cluster, C7H14N overall, computed with wB97M-V/def2-TZVPD.

Results
HOMO-LUMO gap, eV: 7.779
Net charge: +1

Each line ends with the natural charge from an NBO analysis.
Geometry (Å):
H (0.81, 0.82, -4.07)  0.22
C (0.14, 0.59, -3.26)  -0.35
C (-0.95, 1.11, -1.12)  -0.27
C (0.98, -2.10, -0.13)  0.12
H (0.53, 2.33, -2.16)  0.22
H (-0.50, -0.49, 3.62)  0.25
H (1.66, -0.37, 2.32)  0.24
H (0.95, -1.98, 2.37)  0.22
H (-0.68, 2.92, -0.07)  0.21
H (-1.50, 0.18, -1.19)  0.20
C (-0.03, 1.39, -2.22)  -0.25
H (1.10, -3.03, 0.41)  0.22
H (-1.37, -0.83, 2.11)  0.23
H (0.72, -0.15, 0.01)  0.46
C (-1.15, 1.95, -0.11)  -0.36
N (0.82, -1.03, 0.53)  -0.38
H (-0.52, 0.71, 2.33)  0.23
H (0.98, -2.06, -1.21)  0.24
C (-0.49, -0.35, 2.54)  -0.63
C (0.80, -0.96, 2.01)  -0.23
H (-0.42, -0.34, -3.36)  0.19
H (-1.87, 1.71, 0.67)  0.21



S | A 2-piece molecular cluster, C7H14N overall, computed with wB97M-V/def2-TZVPD.

Results
HOMO-LUMO gap, eV: 7.194
Net charge: +1

Each line ends with the natural charge from an NBO analysis.
Geometry (Å):
H (-2.56, -1.65, 1.55)  0.32
H (-0.25, -2.12, -0.37)  0.26
H (1.38, -1.36, -0.46)  0.27
H (-1.68, 0.42, 1.25)  0.25
H (2.37, 3.09, 0.58)  0.22
C (-1.51, -0.08, 0.31)  -0.11
C (1.91, 1.28, -0.42)  -0.07
H (-2.28, -0.51, -0.31)  0.24
H (-3.43, -3.03, 1.70)  0.37
C (2.84, 2.43, -0.15)  -0.65
H (-1.05, -0.83, -2.24)  0.24
C (0.72, 1.12, 0.17)  -0.28
C (0.34, -1.30, -0.74)  -0.26
N (-2.93, -2.30, 2.21)  -1.06
H (3.83, 2.15, 0.22)  0.25
H (-3.59, -1.91, 2.85)  0.38
C (-0.30, 0.16, -0.28)  -0.06
H (2.94, 2.98, -1.09)  0.24
C (-0.05, -0.58, -1.90)  -0.25
H (0.50, 1.61, 1.11)  0.24
H (2.16, 0.75, -1.34)  0.19
H (0.67, -0.33, -2.66)  0.28



Energy above the most stable structure, in eV: P 1.208; Q 5.276; R 0.000; S 2.294



P | An isolated ion of composition C7H14N and charge +1, computed with wB97M-V/def2-TZVPD.

Results
HOMO-LUMO gap, eV: 9.798
SMILES: C=CC(=C)C[C@@H](C)[NH3+]
Net charge: +1

Each line ends with the natural charge from an NBO analysis.
Geometry (Å):
C (-0.84, 2.81, 0.90)  -0.33
C (-0.18, -0.47, 0.65)  -0.43
H (-0.50, 0.11, -1.92)  0.45
H (-1.24, -0.22, 0.66)  0.22
N (-0.76, -0.85, -1.69)  -0.67
H (-1.32, -3.06, -0.07)  0.24
C (-0.14, 2.01, 0.11)  -0.27
C (0.09, -1.43, -0.57)  -0.04
H (0.40, -3.33, 0.39)  0.27
H (-1.74, -0.83, -1.42)  0.44
H (1.13, -1.30, -0.74)  0.24
C (-0.28, -2.86, -0.31)  -0.66
H (-0.63, -1.42, -2.53)  0.44
C (0.65, 0.80, 0.47)  -0.09
H (-0.03, -3.49, -1.18)  0.23
H (-0.90, 2.71, 1.97)  0.21
H (-1.48, 3.58, 0.50)  0.22
H (0.22, -1.01, 1.50)  0.25
H (2.51, 1.74, 0.87)  0.22
C (1.88, 0.87, 0.96)  -0.32
H (-0.12, 2.27, -0.95)  0.19
H (2.33, 0.03, 1.49)  0.20



Q | A 2-piece molecular cluster, C7H14N overall, computed with wB97M-V/def2-TZVPD.

Results
HOMO-LUMO gap, eV: 7.782
Net charge: +1

Each line ends with the natural charge from an NBO analysis.
Geometry (Å):
H (2.81, -0.24, -0.02)  0.22
C (-1.95, 0.41, 1.29)  -0.08
H (-1.08, 2.38, 1.55)  0.26
H (1.48, 2.27, -0.35)  0.19
C (-2.59, -1.80, 0.68)  0.10
H (0.76, -2.43, -0.50)  0.21
C (1.35, -1.74, 0.11)  -0.51
H (1.71, -2.18, 1.05)  0.22
H (-3.61, -1.45, 0.65)  0.22
H (-0.66, -1.19, 0.94)  0.47
H (2.62, 2.04, -1.64)  0.22
H (0.07, 0.46, -1.30)  0.19
C (1.79, -0.57, -0.32)  -0.12
H (-3.00, 0.59, 1.37)  0.23
H (0.97, 2.50, -2.00)  0.23
H (0.07, 0.96, 1.10)  0.22
N (-1.68, -0.93, 0.96)  -0.41
C (1.58, 1.90, -1.36)  -0.60
C (-0.94, 1.30, 1.29)  -0.28
H (-2.32, -2.78, 0.32)  0.24
C (1.19, 0.42, -1.36)  -0.47
H (1.41, 0.10, -2.45)  0.24



Energy above the most stable structure, in eV: P 0.000; Q 1.459



P | C6H16N2 as an isolated structure, computed with wB97M-V/def2-TZVPD.

Results
2S+1: 2
HOMO-LUMO gap (alpha / beta), eV: 3.822 / 5.913
Net charge: -1

Each line ends with the natural charge from an NBO analysis.
Geometry (Å):
C (0.88, 2.24, 0.94)  0.21
H (1.22, 2.99, 2.83)  0.35
C (-0.43, 1.92, 1.21)  -0.53
C (-0.95, -3.17, -0.66)  -0.63
H (2.47, 1.23, -0.28)  0.21
H (1.28, -0.93, 1.17)  0.03
N (0.00, -0.54, -1.18)  -0.93
H (-0.82, 2.29, 2.12)  0.17
H (-0.66, -0.71, -0.15)  0.37
H (-1.04, 1.65, 0.39)  0.23
H (0.02, -2.76, -0.54)  0.24
C (-1.89, -2.13, -1.28)  -0.50
N (1.59, 3.15, 1.89)  -0.85
C (-1.28, -0.78, -1.28)  -0.25
H (-2.31, -2.46, -2.26)  0.16
H (-1.91, -0.11, -2.03)  0.06
H (-2.65, -2.01, -0.57)  0.20
C (1.53, 1.96, -0.33)  -0.73
H (1.94, 2.89, -0.84)  0.20
H (-1.28, -3.57, 0.27)  0.18
H (1.80, -1.56, 1.13)  -0.04
H (-0.80, -3.99, -1.50)  0.17
H (0.73, 1.39, -0.94)  0.33
H (2.58, 3.00, 1.89)  0.35



Q | A 2-piece molecular cluster, C6H16N2 overall, computed with wB97M-V/def2-TZVPD.

Results
2S+1: 2
HOMO-LUMO gap (alpha / beta), eV: 6.513 / 5.413
Net charge: -1

Each line ends with the natural charge from an NBO analysis.
Geometry (Å):
H (-2.35, 0.82, 0.52)  0.17
C (-1.43, 0.29, 0.25)  -0.45
C (-0.36, 2.27, -0.98)  -0.63
H (0.63, 2.10, -0.56)  0.27
H (1.43, 0.46, 2.04)  0.28
C (-1.56, -1.25, 0.17)  -0.26
H (-0.65, 0.53, 0.99)  0.27
H (-2.27, -1.43, -0.62)  0.16
H (-0.90, 2.92, -0.28)  0.18
C (1.70, -0.44, 0.27)  -0.23
H (-1.94, -1.66, 1.13)  0.16
H (1.53, -0.17, -0.78)  0.17
H (2.72, -0.76, 0.52)  0.15
N (1.41, 0.72, 1.04)  -1.00
H (2.96, 2.90, -1.14)  -0.04
H (-0.22, 0.29, -1.55)  0.20
H (-0.31, 2.83, -1.93)  0.17
H (3.14, 2.32, -0.73)  0.04
C (0.82, -1.71, 0.59)  -0.30
H (0.62, -1.76, 1.67)  0.15
H (-1.81, 0.71, -1.84)  0.17
C (-1.03, 0.90, -1.10)  -0.40
N (-0.36, -1.95, -0.18)  -0.40
H (1.39, -2.59, 0.31)  0.17



R | A 2-piece molecular cluster, C6H16N2 overall, computed with wB97M-V/def2-TZVPD.

Results
2S+1: 2
HOMO-LUMO gap (alpha / beta), eV: 5.121 / 6.336
Net charge: -1

Each line ends with the natural charge from an NBO analysis.
Geometry (Å):
H (0.93, 1.48, 0.25)  0.26
C (-1.17, 0.88, -1.09)  -0.20
C (1.40, 0.90, 1.05)  -0.67
H (1.55, -0.29, -1.27)  0.25
H (-2.09, -0.96, -0.64)  0.17
H (-3.02, 0.78, -2.24)  -0.28
H (3.01, -0.76, -0.28)  0.20
H (-2.01, -1.09, 1.91)  0.18
H (1.25, -1.18, 1.61)  0.15
C (1.04, -0.55, 0.70)  -0.03
H (-0.57, -0.59, 2.70)  0.19
H (2.46, 1.12, 0.98)  0.20
C (-1.18, -0.42, 1.83)  -0.42
N (-0.16, 1.46, -1.87)  -0.95
H (-1.57, 0.58, 1.64)  0.18
H (-0.46, -1.12, -1.43)  0.19
C (1.94, -0.95, -0.43)  -0.65
H (1.91, -2.00, -0.75)  0.20
N (-0.42, -0.88, 0.65)  -0.45
C (-1.05, -0.57, -0.69)  -0.27
H (-0.19, 1.17, -2.84)  0.30
H (-2.20, 1.04, -1.88)  0.11
H (-1.59, 1.47, -0.24)  0.13
H (0.92, 1.26, 1.96)  0.19



Energy above the most stable structure, in eV: P 2.917; Q 0.000; R 0.455



P | One molecule with the formula C6H10O2, computed with wB97M-V/def2-TZVPD.

Results
HOMO-LUMO gap, eV: 9.161
SMILES: C/C=C/[C@H]1[C@H](O)[C@@H]1O

Each line ends with the natural charge from an NBO analysis.
Geometry (Å):
H (-0.07, 3.39, 0.46)  0.21
H (-0.81, -0.62, 1.67)  0.19
H (-0.21, 0.97, -1.90)  0.22
C (-0.31, -0.69, -0.56)  -0.33
H (0.37, 3.11, -1.23)  0.21
C (0.32, 1.47, 0.16)  -0.20
H (1.67, 3.22, 0.20)  0.22
O (0.95, -2.73, -0.48)  -0.69
C (-0.09, 0.66, -0.85)  -0.20
C (0.67, 2.92, -0.13)  -0.64
H (0.39, 1.13, 1.24)  0.19
C (-0.69, -1.24, 0.74)  0.06
C (0.67, -1.51, 0.17)  0.09
H (-2.30, -2.03, 1.24)  0.48
H (1.54, -1.15, 0.51)  0.19
H (0.16, -3.25, -0.47)  0.48
O (-1.59, -2.36, 0.70)  -0.71
H (-0.68, -1.30, -1.46)  0.23



Q | A 3-piece molecular cluster, C6H10O2 overall, computed with wB97M-V/def2-TZVPD.

Results
HOMO-LUMO gap, eV: 7.970

Each line ends with the natural charge from an NBO analysis.
Geometry (Å):
C (0.16, -1.59, 2.30)  -0.50
C (-0.49, 1.40, -2.10)  0.01
H (0.85, 0.40, -0.30)  0.16
H (1.66, -0.64, 1.20)  0.21
H (1.67, -2.40, 1.82)  0.12
H (-0.38, -2.06, 3.95)  0.25
C (-0.80, 1.35, -0.61)  -0.32
C (0.95, -0.32, 1.98)  -0.21
H (1.52, -0.17, 2.92)  0.21
H (-0.61, -1.67, 1.25)  0.24
O (0.07, 0.75, 1.60)  -0.47
C (-0.54, 0.11, -2.78)  -0.09
H (-1.71, 1.80, -0.24)  0.20
H (-0.15, 2.34, -2.37)  0.20
H (-0.80, -1.01, -2.27)  0.17
C (0.15, 0.91, 0.34)  0.14
O (-1.54, 1.02, -2.92)  -0.48
H (-0.01, -0.20, -3.77)  0.18



Energy above the most stable structure, in eV: P 0.000; Q 8.227



P | One molecule with the formula C6H10O2, computed with wB97M-V/def2-TZVPD.

Results
HOMO-LUMO gap, eV: 8.748
SMILES: C=C(C)C/C(O)=C/O

Each line ends with the natural charge from an NBO analysis.
Geometry (Å):
H (-1.09, 1.45, 2.00)  0.21
H (1.65, -0.90, -1.92)  0.17
H (-1.44, 0.85, -2.08)  0.19
H (0.97, -0.25, 1.97)  0.47
H (-1.31, -0.30, 1.82)  0.23
H (-2.62, 0.80, 1.40)  0.22
H (0.74, 1.12, -1.19)  0.23
C (-1.82, 0.79, -1.07)  -0.40
H (-2.89, 0.76, -0.97)  0.19
C (1.71, -1.25, -0.90)  0.04
O (2.39, -2.42, -0.68)  -0.68
C (-1.54, 0.67, 1.38)  -0.65
H (2.55, -2.86, -1.52)  0.48
H (0.89, 1.53, 0.53)  0.20
C (-1.02, 0.75, -0.03)  0.04
C (1.15, -0.54, 0.08)  0.23
O (1.18, -0.99, 1.37)  -0.68
C (0.49, 0.80, -0.18)  -0.48



Q | A 2-piece molecular cluster, C6H10O2 overall, computed with wB97M-V/def2-TZVPD.

Results
HOMO-LUMO gap, eV: 8.562

Each line ends with the natural charge from an NBO analysis.
Geometry (Å):
C (-3.44, 0.33, 0.26)  -0.27
H (1.35, 1.90, -0.80)  0.47
H (-4.00, -0.41, 0.88)  0.20
H (3.00, -0.95, -0.59)  0.21
H (-4.10, 0.59, -0.62)  0.20
O (0.89, 1.55, -0.01)  -0.69
H (-3.38, 1.22, 0.96)  0.21
C (1.24, 0.22, -0.06)  0.22
H (0.66, -1.85, -1.25)  0.23
C (2.78, 0.15, -0.37)  -0.62
O (-2.18, -0.21, 0.00)  -0.53
C (-1.52, -0.04, -1.09)  0.36
C (0.40, -0.89, -0.61)  -0.33
H (3.30, 0.47, 0.54)  0.22
H (1.39, -1.51, 1.36)  0.21
H (0.02, -0.42, 1.73)  0.22
C (0.68, -0.87, 0.89)  -0.49
H (2.90, 0.73, -1.23)  0.19



R | One molecule with the formula C6H10O2, computed with wB97M-V/def2-TZVPD.

Results
HOMO-LUMO gap, eV: 10.072
SMILES: C=C(O)C(=C)[C@H](C)O

Each line ends with the natural charge from an NBO analysis.
Geometry (Å):
H (-1.42, 2.41, 1.29)  0.20
H (1.05, -1.74, -1.06)  0.17
C (0.36, -0.89, -0.95)  0.08
H (-2.71, 0.51, 1.13)  0.49
H (1.85, -1.72, 1.20)  0.20
O (-0.89, -1.27, -1.48)  -0.72
H (-1.55, -1.27, -0.78)  0.49
O (-2.04, -0.15, 0.91)  -0.70
H (0.38, 2.16, 1.01)  0.22
H (0.99, -0.72, 2.47)  0.20
C (1.07, -1.02, 1.44)  -0.34
C (0.27, -0.52, 0.51)  -0.08
C (-0.81, 0.44, 0.86)  0.30
H (1.93, 0.52, -1.45)  0.21
C (-0.61, 1.74, 1.05)  -0.52
C (0.92, 0.30, -1.75)  -0.62
H (0.90, 0.04, -2.81)  0.22
H (0.30, 1.17, -1.59)  0.21



Energy above the most stable structure, in eV: P 0.129; Q 5.626; R 0.000